Computed, not measured: a 10-piece molecular cluster, C18H56N6O10 overall, with the ωB97M-V functional and the def2-TZVPD basis.

Each line ends with the Mulliken spin population.
Element x y z (Å)
O (0.112780, 2.973204, -2.552061)  -0.18
H (0.611160, 3.608094, -2.037501)  0.02
H (0.358180, 2.122994, -2.187141)  0.01
O (2.852880, 1.690204, -3.070911)  -0.04
H (2.387210, 1.277694, -2.343441)  -0.01
H (2.749240, 1.078554, -3.799861)  0.02
C (1.212510, -1.430536, -4.583191)  0.23
O (2.254840, -1.333826, -3.951391)  -0.09
N (1.103330, -2.255896, -5.580671)  0.02
N (0.010940, -0.939066, -4.285771)  -0.07
H (0.274860, -2.257616, -6.158351)  -0.04
H (1.867780, -2.801346, -5.952421)  0.00
H (-0.054860, -0.290366, -3.514431)  0.01
H (-0.758610, -1.078946, -4.924771)  -0.04
C (4.277810, -1.704896, -0.316201)  0.00
O (4.258970, -1.796926, 0.922779)  -0.02
N (3.415840, -1.060136, -1.027241)  -0.02
N (5.245470, -2.111456, -1.164951)  0.00
H (2.620870, -0.623956, -0.582421)  0.00
H (3.362100, -1.141876, -2.032491)  0.00
H (5.312200, -1.759226, -2.109181)  0.00
H (6.053010, -2.589466, -0.791491)  0.00
C (0.090620, 0.355644, -0.481411)  0.46
O (0.800890, 0.421674, -1.456061)  0.28
N (-0.113000, -0.745006, 0.188509)  -0.28
N (-0.535980, 1.333634, 0.033469)  -1.29
H (0.016130, -1.590646, -0.348431)  -0.02
H (-0.543440, -0.753476, 1.102159)  0.25
H (-1.099340, 1.194864, 0.860179)  0.30
H (-0.375470, 2.279414, -0.282521)  0.14
C (-4.448950, 1.579374, 1.087709)  0.18
C (-3.560860, 1.819294, 2.263169)  0.35
C (-4.345990, 1.523604, 3.567029)  0.47
O (-2.459420, 0.837674, 2.064019)  -0.43
H (-4.858440, 0.569404, 1.106649)  -0.09
H (-3.809380, 1.728424, 0.217739)  0.17
H (-5.283910, 2.280034, 1.085359)  -0.06
H (-3.175510, 2.837624, 2.314119)  0.30
H (-3.748200, 1.652154, 4.469369)  -0.28
H (-4.707690, 0.497464, 3.632589)  0.02
H (-5.228550, 2.140984, 3.734469)  -0.05
H (-2.034290, 0.724764, 2.917319)  0.20
C (-3.889690, 5.424644, 1.042819)  0.12
C (-3.843300, 5.490514, -0.495441)  0.05
C (-3.011730, 4.423984, -1.108531)  0.17
O (-5.098660, 5.395884, -1.009351)  -0.12
H (-2.961230, 5.533664, 1.603319)  -0.21
H (-4.395700, 4.583454, 1.516579)  0.21
H (-4.571560, 6.146864, 1.491759)  -0.08
H (-3.498460, 6.410254, -0.967961)  0.02
H (-3.358740, 3.459834, -0.736941)  0.08
H (-1.924450, 4.499974, -1.120581)  -0.13
H (-3.165590, 4.383054, -2.186851)  0.06
H (-5.744400, 5.994394, -0.626741)  0.03
C (1.209730, -3.013656, 2.674449)  -0.07
C (0.247330, -4.072966, 3.221079)  0.17
C (0.814990, -5.425976, 3.198559)  0.02
O (-0.124670, -3.739366, 4.535309)  -0.15
H (0.759180, -2.023866, 2.748069)  0.10
H (1.285230, -3.230056, 1.608819)  -0.02
H (2.226560, -3.012016, 3.067059)  -0.02
H (-0.635340, -4.065686, 2.581599)  0.03
H (0.085360, -6.213586, 3.386709)  0.00
H (1.700560, -5.514426, 3.827879)  0.00
H (1.238770, -5.664496, 2.223059)  -0.01
H (0.739960, -3.547916, 4.905939)  0.03
C (3.015720, 1.251964, 2.267149)  0.09
C (2.719390, 2.645544, 1.747579)  0.76
C (3.817260, 3.560214, 2.319599)  -0.03
O (2.789040, 2.675964, 0.314449)  -0.28
H (3.906580, 0.716784, 1.938459)  0.05
H (2.125480, 0.677034, 2.012139)  0.01
H (3.005360, 1.155404, 3.352819)  -0.15
H (1.703790, 2.893834, 2.055809)  -0.18
H (3.509440, 4.604214, 2.377999)  -0.07
H (4.731780, 3.629444, 1.730569)  0.02
H (4.039910, 3.238784, 3.337059)  -0.02
H (2.325840, 3.431734, -0.054151)  0.09
C (-0.488400, -4.040376, -3.291631)  -0.01
C (-0.349780, -3.824806, -1.817691)  0.15
C (-0.076300, -5.162966, -1.030681)  0.00
O (0.675740, -2.958356, -1.435041)  -0.12
H (-1.238550, -3.431476, -3.796231)  0.03
H (-0.797250, -5.058946, -3.526611)  -0.04
H (0.425660, -3.975426, -3.881871)  0.04
H (-1.232350, -3.262606, -1.512581)  -0.05
H (0.982520, -5.333246, -0.835721)  0.00
H (-0.476350, -6.070996, -1.481821)  -0.01
H (-0.645500, -5.091036, -0.103891)  0.02
H (1.339060, -2.755266, -2.098641)  0.02

Cartesian forces (eV/Å) of the 2 atoms listed first:
O -0.74 0.70 -0.23
H 0.28 0.21 -0.04

## Properties
2S+1: 2
E_LUMO (alpha / beta), eV: 2.11 / 2.02
DFT total energy, eV: -48990.2386
Net charge: -1

---

Computed, not measured: a 9-piece molecular cluster, C18H57N15O9 overall, with the ωB97M-V functional and the def2-TZVPD basis.

Each line ends with the Löwdin charge.
Element x y z (Å)
C (1.585889, -5.053948, 1.457903)  -0.81
O (1.684861, -5.735281, 2.436156)  0.05
N (1.006778, -3.933834, 1.295465)  0.18
N (2.243446, -5.374034, 0.332773)  0.14
H (0.710675, -3.562959, 2.187022)  0.06
H (0.879096, -3.523442, 0.381477)  0.08
H (2.820421, -6.195993, 0.440366)  0.10
H (2.481163, -4.623004, -0.299320)  0.05
C (3.198014, 3.770948, 2.469714)  -0.82
O (4.134862, 3.821165, 3.205304)  0.03
N (2.937184, 2.784573, 1.678622)  0.16
N (2.330510, 4.766349, 2.327930)  0.16
H (3.437839, 1.907776, 1.704617)  0.12
H (2.169141, 3.069453, 1.087828)  0.04
H (2.476796, 5.637887, 2.816935)  0.12
H (1.652483, 4.675318, 1.584892)  0.03
C (-3.701425, 1.280102, -2.118183)  -0.87
O (-3.782485, 2.372965, -1.718905)  0.10
N (-2.739432, 0.475605, -1.916466)  0.18
N (-4.431289, 0.727580, -2.994028)  0.16
H (-1.808078, 0.766103, -1.655147)  0.10
H (-3.109707, -0.463905, -1.898806)  0.06
H (-5.092287, 1.383943, -3.384379)  0.13
H (-4.466604, -0.276580, -3.096554)  0.07
C (2.715269, -2.853409, -2.593093)  -0.74
O (2.320340, -2.805258, -1.471634)  0.04
N (2.133219, -2.255652, -3.595476)  0.19
N (3.941163, -3.216545, -2.998302)  0.17
H (1.123328, -2.254375, -3.580883)  0.10
H (2.555038, -2.557773, -4.462023)  0.11
H (4.518124, -3.582299, -2.254362)  0.12
H (4.189025, -3.334881, -3.970235)  0.11
C (4.140956, 1.405224, -4.077636)  -0.86
O (3.094347, 1.109744, -4.629135)  0.02
N (4.313450, 2.367591, -3.256427)  0.18
N (5.195907, 0.731442, -4.247486)  0.17
H (5.216439, 2.626731, -2.885555)  0.12
H (3.513156, 2.981734, -3.206874)  0.13
H (5.142811, -0.084800, -4.839980)  0.13
H (6.042595, 0.977772, -3.755013)  0.12
C (0.590470, 0.448309, -0.446793)  -0.74
O (-0.115561, 1.206058, 0.129156)  0.05
N (1.679075, 0.807467, -1.099413)  0.21
N (0.403848, -0.877862, -0.382400)  0.19
H (2.034569, 1.751795, -1.143646)  0.10
H (2.201384, 0.071975, -1.553674)  0.10
H (1.075140, -1.425852, -0.901215)  0.05
H (-0.141475, -1.263750, 0.375106)  0.06
C (-1.053132, -1.082222, 2.858743)  -0.04
C (0.173870, -1.487244, 3.761781)  -0.35
C (0.346619, -0.869786, 5.115304)  -0.24
O (-0.766575, -1.124917, 5.897105)  -0.18
C (-0.936506, -0.213987, 6.978961)  -0.09
N (-0.002159, -2.978847, 3.900779)  0.04
H (-1.019222, -1.518181, 1.860307)  0.03
H (-1.020905, 0.005581, 2.797573)  0.08
H (-1.993027, -1.425676, 3.290869)  0.07
H (0.944734, -1.307826, 3.012324)  0.12
H (0.605869, 0.187953, 5.069709)  0.13
H (1.190780, -1.368194, 5.591839)  0.13
H (-0.182936, -0.399378, 7.744363)  0.09
H (-1.941818, -0.312875, 7.388435)  0.09
H (-0.821090, 0.826232, 6.674461)  0.08
H (-0.995803, -3.145864, 3.830927)  0.06
H (0.316127, -3.274592, 4.812544)  0.08
C (-1.618530, -2.859076, -3.083776)  -0.05
C (-2.912056, -3.180883, -2.264848)  -0.34
C (-2.642285, -3.085519, -0.691554)  -0.20
O (-3.652245, -3.728670, 0.027341)  -0.18
C (-3.244995, -4.127301, 1.336637)  -0.09
N (-3.937951, -2.208981, -2.648575)  -0.01
H (-1.773442, -2.406332, -4.063128)  0.08
H (-1.091433, -3.790705, -3.289543)  0.07
H (-0.919026, -2.178847, -2.597872)  0.04
H (-3.385938, -4.137167, -2.486353)  0.13
H (-2.715930, -2.044622, -0.376589)  0.11
H (-1.647222, -3.465856, -0.460696)  0.11
H (-2.265708, -4.590180, 1.458475)  0.09
H (-3.997726, -4.759194, 1.808023)  0.09
H (-3.269151, -3.229387, 1.954106)  0.07
H (-4.380032, -2.504030, -3.507416)  0.09
H (-4.762209, -2.091165, -2.076894)  0.09
C (0.495079, 6.216526, -0.321508)  -0.05
C (-0.088314, 4.939299, 0.276363)  -0.39
C (-1.501332, 4.458827, -0.307287)  -0.17
O (-2.412043, 5.558855, -0.153742)  -0.20
C (-3.731699, 5.223472, -0.544526)  -0.12
N (0.857179, 3.876635, 0.044497)  -0.01
H (-0.324417, 6.922666, -0.187728)  0.07
H (0.534095, 6.182036, -1.410264)  0.08
H (1.443209, 6.609197, 0.045848)  0.08
H (-0.383006, 4.989864, 1.324552)  0.14
H (-1.871467, 3.555824, 0.178181)  0.12
H (-1.494269, 4.173994, -1.359396)  0.12
H (-3.838875, 4.744923, -1.517968)  0.07
H (-4.148573, 6.227836, -0.619195)  0.08
H (-4.258643, 4.648711, 0.217099)  0.09
H (0.477028, 2.948523, 0.163615)  0.03
H (1.116632, 3.930379, -0.930124)  0.09

Cartesian forces (eV/Å) of the 2 atoms listed first:
C 2.74 -2.36 -1.41
O -0.53 -1.13 2.42

## Properties
Relative energy (zero: lowest compared OMol25 entry of this formula, charge and spin), kJ/mol: 564.1
E_LUMO, eV: -0.23
SMILES: COC[C@H](C)N.COC[C@H](C)N.COC[C@H](C)N.NC(N)=O.NC(N)=O.NC(N)=O.NC(N)=O.NC(N)=O.NC(N)=O
DFT total energy, eV: -60369.3988

---

Q: What is the formula in the first record?
A: C18H56N6O10

---

Q: Among the records above, which one has the highest DFT total energy?
A: C18H56N6O10

---

Q: Look up the DFT total energy of the second one.
A: -60369.3988 eV